Computed, not measured: the molecule C3H2N4O, with wB97M-V/def2-TZVPD.

Last column: natural (NBO) charge in e.
Geometry (Å):
O1 2.7115 -0.4885 -0.1801  -0.450
N1 -1.6401 0.9490 -0.0358  -0.145
N2 -0.9916 -1.3413 -0.0519  -0.229
N3 -0.3347 1.2946 0.0511  -0.152
N4 0.3579 -1.0675 0.3282  -0.074
C1 0.4816 0.2474 0.1192  0.163
C2 1.9335 0.4645 0.0337  0.362
C3 -1.8703 -0.4285 -0.0363  0.143
H1 -2.9448 -1.1070 -0.3681  0.240
H2 2.2970 1.4774 0.1398  0.142

Computed properties:
E_HOMO ... -10.41 eV
Frontier orbital gap ... 8.36 eV
Energy above the lowest of the compared OMol25 structures with the same formula, charge and spin ... 328.9 kJ/mol

Computed, not measured: a cluster of 2 separate species, C8H24NOP2 in total, with wB97M-V/def2-TZVPD.

Last column: natural (NBO) charge in e.
Geometry (Å):
P1 -0.6214 1.6448 -1.3948  0.481
P2 -2.4694 1.5921 0.1492  0.285
O1 1.3075 -1.6454 0.2601  -0.616
N1 0.5984 -3.5431 -0.7649  -0.447
C1 0.6529 -2.1947 -0.5981  0.528
C2 -2.3853 3.2078 1.0804  -0.937
C3 1.8549 1.9248 0.1513  -0.420
C4 1.3670 -4.3744 0.1368  -0.411
C5 1.7350 1.4431 1.6093  -0.613
C6 -1.9262 0.4548 1.5256  -0.938
C7 -0.2092 -4.1466 -1.7936  -0.396
C8 0.6553 2.6889 -0.3945  -0.720
H1 -3.3030 3.4063 1.6426  0.199
H2 1.4539 0.3972 1.6570  0.229
H3 -1.2331 0.9383 2.2175  0.200
H4 1.9951 1.0394 -0.4861  0.208
H5 1.0631 -4.2147 1.1728  0.210
H6 2.6786 1.5582 2.1481  0.182
H7 -0.9766 -4.8038 -1.3741  0.185
H8 0.3948 -4.7303 -2.4947  0.181
H9 0.9755 2.0186 2.1463  0.189
H10 1.2077 -5.4193 -0.1273  0.190
H11 -1.5413 3.2506 1.7723  0.193
H12 2.4321 -4.1451 0.0712  0.207
H13 -2.2609 4.0087 0.3442  0.217
H14 -2.7709 0.0502 2.0870  0.199
H15 0.0380 -1.6250 -1.3138  0.141
H16 -1.2307 2.9228 -1.8667  -0.190
H17 0.1435 3.2563 0.3875  0.187
H18 -0.7102 -3.3571 -2.3528  0.222
H19 -0.1004 0.3817 -0.8190  -0.193
H20 0.3746 1.5960 -2.4915  -0.186
H21 0.9685 3.4056 -1.1591  0.195
H22 2.7722 2.5108 0.0363  0.176
H23 -1.3768 -0.3794 1.0680  0.220
H24 -1.5531 0.8818 -2.2325  -0.160

Computed properties:
E_HOMO ... -2.47 eV
Frontier orbital gap ... 5.28 eV
Charge ... -1
Energy above the lowest of the compared OMol25 structures with the same formula, charge and spin ... 0.0 kJ/mol

Computed, not measured: the molecule C2H3F2NS, with wB97M-V/def2-TZVPD.

Last column: natural (NBO) charge in e.
Geometry (Å):
S1 -2.5755 -0.0350 -0.3175  0.226
F1 2.3877 -0.8024 -0.2838  -0.325
F2 1.6253 1.2362 -0.3816  -0.358
N1 -1.0722 -0.0203 0.4204  -0.533
C1 1.4047 -0.0305 0.2286  0.536
C2 -0.0739 -0.4596 -0.1980  0.031
H1 -3.0329 0.8636 0.4954  0.113
H2 1.4718 0.0589 1.2954  0.148
H3 -0.1350 -0.8108 -1.2589  0.162

Computed properties:
E_HOMO ... -9.60 eV
Frontier orbital gap ... 10.07 eV
Energy above the lowest of the compared OMol25 structures with the same formula, charge and spin ... 130.4 kJ/mol

Computed, not measured: a structure of composition C19H19I2N4ORuS, with wB97M-V/def2-TZVPD.

Last column: Löwdin spin population.
Geometry (Å):
I1 4.0795 -4.9315 1.8812  0.326
I2 1.6204 -1.2083 -2.2212  0.066
Ru1 -0.5948 -0.2167 -0.5846  2.480
S1 -2.2192 -1.8272 -1.1814  0.129
O1 1.0573 0.0712 0.5108  0.184
N1 -2.8365 -2.1496 -3.7633  0.014
N2 -1.5308 1.4585 0.1445  0.031
N3 -1.0254 -0.5804 1.9755  0.110
N4 -1.8200 -0.1361 -3.1916  0.056
C1 -2.9126 -1.8378 -5.0853  0.001
C2 2.8274 -3.0095 -0.0341  0.041
C3 2.8082 -3.4783 1.3158  0.153
C4 -1.4926 1.6416 -4.8141  -0.001
C5 -2.4693 -0.5909 -5.4464  0.011
C6 1.3962 -1.1756 0.7141  0.166
C7 -0.0897 -1.4329 2.7456  0.007
C8 2.0895 -1.9145 -0.3065  0.047
C9 1.0945 -1.8789 1.9177  0.029
C10 -1.5341 1.7929 1.4480  0.014
C11 -1.0479 0.8010 2.4627  0.007
C12 -2.2916 -1.3188 -2.8480  0.032
C13 -1.9015 2.3734 -0.7903  0.020
C14 -3.4581 -2.8624 -6.0160  0.000
C15 1.8515 -2.9710 2.2334  0.048
C16 -2.2696 4.0023 0.8945  0.019
C17 -2.2739 3.6460 -0.4517  0.000
C18 -1.9045 3.0638 1.8428  -0.001
C19 -1.9404 0.2602 -4.4778  0.003
H1 -0.0288 1.0896 2.7231  0.001
H2 -2.8486 -3.7688 -5.9789  0.000
H3 -2.0405 2.3641 -4.2058  0.000
H4 -3.4724 -2.4929 -7.0367  0.000
H5 -1.8906 2.0364 -1.8175  0.003
H6 1.7083 -3.4726 3.1843  0.000
H7 -0.4284 1.7642 -4.5986  0.000
H8 0.2546 -0.9033 3.6365  0.002
H9 -3.2009 -3.0444 -3.4519  0.000
H10 -1.6514 0.8943 3.3677  0.003
H11 3.4010 -3.5268 -0.7920  0.000
H12 -1.8951 3.3121 2.8968  0.000
H13 -2.5494 5.0037 1.1961  0.001
H14 -2.5340 -0.2763 -6.4781  0.001
H15 -0.6053 -2.3256 3.0947  0.000
H16 -1.6658 1.8742 -5.8612  0.000
H17 -2.5624 4.3529 -1.2166  0.000
H18 -1.9579 -0.9764 1.9999  -0.001
H19 -4.4745 -3.1456 -5.7305  0.000

Computed properties:
E_HOMO (alpha / beta) ... -17.23 / -17.77 eV
Spin multiplicity ... 5
<S²> ... 6.06
Frontier orbital gap (alpha / beta) ... 6.53 / 5.99 eV
Charge ... +3
Energy above the lowest of the compared OMol25 structures with the same formula, charge and spin ... 121.9 kJ/mol

Computed, not measured: a cluster of 2 separate species, C2H2N2S in total, with wB97M-V/def2-TZVPD.

Last column: Löwdin spin population.
Geometry (Å):
S1 0.0619 -0.4697 2.4965  0.713
N1 -0.4554 0.8580 -2.3635  0.265
N2 0.6906 0.0921 -0.4059  0.404
C1 -0.4617 -0.6727 1.0624  0.515
C2 0.0734 0.5988 -1.3956  0.061
H1 -1.1829 -1.1851 0.5859  0.036
H2 1.2740 0.7786 0.0202  0.005

Computed properties:
E_HOMO (alpha / beta) ... -7.14 / -10.32 eV
Spin multiplicity ... 3
<S²> ... 2.03
Frontier orbital gap (alpha / beta) ... 7.15 / 6.59 eV
Energy above the lowest of the compared OMol25 structures with the same formula, charge and spin ... 0.0 kJ/mol

Computed, not measured: a structure of composition C29H39N6O5STi, with wB97M-V/def2-TZVPD.

Last column: Löwdin spin population.
Geometry (Å):
Ti1 0.3490 0.6303 0.1076  0.455
S1 0.5338 0.4185 4.6774  0.138
O1 -2.9763 -0.3859 -1.2065  0.011
O2 -0.7325 -0.8774 0.7655  0.042
O3 -1.8179 -2.6097 1.7902  0.062
O4 -1.3785 1.1052 -0.7706  0.006
O5 -2.5630 0.9435 1.8753  0.005
N1 1.7685 0.6925 -1.6674  -0.001
N2 0.8955 2.3096 0.2557  0.023
N3 0.8415 0.4681 2.1157  0.026
N4 -0.3006 -1.1100 -2.0738  0.005
N5 2.8781 -2.5949 1.8652  0.059
N6 2.0372 -1.2533 0.2472  0.103
C1 -1.2349 4.1835 0.1565  0.003
C2 4.1779 -4.5858 -0.9762  0.045
C3 3.2523 -3.1470 0.6706  -0.001
C4 0.2733 1.1100 3.0958  -0.002
C5 2.1384 -1.4492 1.5801  0.162
C6 2.2110 3.7744 1.6811  0.011
C7 2.8906 -2.6484 -1.6730  0.051
C8 2.6937 -2.2996 -0.3292  -0.004
C9 -0.4891 -0.4523 -3.3550  0.001
C10 3.5646 3.2222 1.2834  0.001
C11 -0.7264 4.6827 -1.2038  0.002
C12 -1.6186 -1.2632 1.5598  0.213
C13 0.9964 3.3884 1.0070  0.009
C14 1.0347 5.4914 2.9199  0.015
C15 1.4923 -0.8248 3.9285  0.285
C16 3.7202 1.7210 1.5160  0.001
C17 0.8255 0.1271 -3.8780  0.000
C18 2.1796 4.7630 2.6443  0.001
C19 3.9882 -4.2767 0.3752  0.027
C20 1.3793 1.2191 -2.9684  0.001
C21 3.8390 3.5703 -0.1837  0.001
C22 3.6274 -3.7916 -1.9658  0.014
C23 -2.5161 4.9294 0.5266  0.000
C24 -2.5466 -0.3771 2.3538  0.037
C25 -0.0775 5.2986 2.1099  0.001
C26 1.5380 -0.6332 2.5458  0.110
C27 -2.4824 0.5329 -0.5476  0.006
C28 -3.2862 1.0843 0.6615  0.003
C29 -0.1079 4.3093 1.1571  0.011
H1 2.9559 1.1830 0.9509  0.001
H2 -1.2189 -1.2136 -1.6431  0.001
H3 2.2861 -0.1795 -1.7662  0.001
H4 4.7515 -5.4616 -1.2450  0.003
H5 4.7109 1.3833 1.2061  0.000
H6 0.6619 0.5446 -4.8739  0.000
H7 1.5602 -0.6784 -3.9675  0.000
H8 -1.4502 3.1133 0.0516  0.001
H9 4.4074 -4.8997 1.1552  0.001
H10 2.3634 1.3672 -1.1886  0.000
H11 0.6143 1.9842 -2.7994  0.000
H12 0.1687 4.1253 -1.4691  0.001
H13 -2.3512 6.0075 0.5357  0.000
H14 -4.2554 0.5666 0.7280  0.000
H15 3.1102 -2.9080 2.7901  0.004
H16 -3.2908 4.7206 -0.2136  0.000
H17 -0.4833 5.7447 -1.1542  0.000
H18 -1.4739 4.5340 -1.9822  0.000
H19 -2.8807 4.6199 1.5049  0.000
H20 3.9397 4.6476 -0.2983  0.000
H21 -3.4415 2.1594 0.5331  0.000
H22 0.1136 -2.0320 -2.1863  0.001
H23 2.9982 3.2405 -0.7899  0.000
H24 -0.9096 -1.1269 -4.1293  0.000
H25 4.3205 3.7373 1.8920  0.000
H26 -3.5565 -0.8248 2.3289  0.006
H27 3.7781 -4.0663 -3.0034  0.000
H28 1.0240 6.2423 3.6983  0.001
H29 2.2409 1.6915 -3.4730  0.000
H30 -0.9295 5.9532 2.2384  0.000
H31 -1.2207 -3.0947 1.2030  0.001
H32 3.5990 1.4933 2.5731  0.000
H33 -0.3125 2.0024 2.9825  -0.001
H34 -2.2292 -0.3128 3.4044  0.015
H35 -1.2010 0.3656 -3.2015  0.000
H36 4.7537 3.0958 -0.5406  0.000
H37 2.4480 -2.0796 -2.4781  0.004
H38 3.0872 4.9872 3.1964  0.000
H39 1.9578 -1.5834 4.5211  0.025

Computed properties:
E_HOMO (alpha / beta) ... -1.77 / -3.63 eV
Spin multiplicity ... 3
<S²> ... 2.04
Frontier orbital gap (alpha / beta) ... 4.28 / 6.10 eV
Charge ... -1
Energy above the lowest of the compared OMol25 structures with the same formula, charge and spin ... 227.3 kJ/mol

Computed, not measured: a structure of composition C22H23N3O7Sc, with wB97M-V/def2-TZVPD.

Last column: Mulliken charge in e.
Geometry (Å):
Sc1 -0.3677 0.2216 -0.4573  0.641
O1 0.3294 -2.9386 -3.1555  -0.762
O2 -1.1963 1.2914 -2.0154  -0.581
O3 -2.0652 -0.3914 0.3671  -0.729
O4 0.5064 1.9873 0.0385  0.182
O5 1.7930 -0.7906 0.1186  -0.228
O6 -0.3350 -1.5364 -1.5454  -0.183
O7 -0.9991 2.9209 -3.5413  -0.794
N1 0.2926 0.2008 2.2147  0.414
N2 1.2699 0.4310 -2.3689  0.529
N3 -0.2634 -2.7173 1.4712  -0.568
C1 2.4415 4.5568 2.6185  -0.774
C2 -1.0191 -3.0702 0.5124  -0.621
C3 1.3068 2.4476 2.2149  0.499
C4 -2.8953 -1.4033 0.1986  0.624
C5 -0.5378 2.0375 -2.8372  0.653
C6 -4.6878 -3.5383 -0.1949  -0.717
C7 -0.8506 -1.9882 2.5919  -0.423
C8 2.2384 4.8949 1.2794  -0.467
C9 0.2652 -1.8309 -2.6465  0.319
C10 -4.2477 -1.1681 -0.0883  -0.896
C11 0.9061 -0.6170 -3.3185  -0.722
C12 -2.4537 -2.7380 0.2975  1.051
C13 1.1094 2.7853 0.8569  0.395
C14 1.5876 4.0390 0.4160  -0.749
C15 0.1123 -0.9499 3.1127  -1.259
C16 -3.3508 -3.7790 0.0731  -0.816
C17 -5.1265 -2.2191 -0.2734  -0.489
C18 2.6115 0.2696 -1.8316  -0.635
C19 0.9727 1.7596 -2.8871  -0.625
C20 1.9664 3.3390 3.0652  -0.739
C21 0.8637 1.1827 2.7888  -0.191
C22 2.7025 -0.9673 -0.9641  -0.664
H1 1.0866 -1.4353 3.2403  0.286
H2 -6.1645 -2.0041 -0.5004  0.383
H3 -0.5773 -3.6921 -0.2640  0.514
H4 2.1045 3.0508 4.1029  0.336
H5 1.3320 1.9053 -3.9129  0.383
H6 3.7232 -1.0652 -0.5804  0.483
H7 1.4537 2.4985 -2.2462  0.202
H8 -1.8139 -1.5373 2.3601  0.222
H9 2.5899 5.8512 0.9081  0.389
H10 3.3725 0.2102 -2.6270  0.394
H11 2.8327 1.1450 -1.2171  0.195
H12 1.0977 1.1015 3.8614  0.164
H13 -1.0043 -2.7180 3.3950  0.415
H14 1.4944 -1.6442 0.4781  0.211
H15 -0.2187 -0.6023 4.0979  0.615
H16 1.4070 4.3114 -0.6163  0.434
H17 -5.3722 -4.3600 -0.3606  0.377
H18 2.9530 5.2314 3.2919  0.375
H19 1.7609 -0.9360 -3.9278  0.280
H20 -4.5714 -0.1394 -0.1761  0.434
H21 0.1488 -0.2200 -3.9976  0.470
H22 2.4645 -1.8745 -1.5251  0.349
H23 -2.9788 -4.7980 0.1051  0.417

Computed properties:
E_HOMO ... -5.24 eV
Frontier orbital gap ... 7.93 eV
Charge ... -1
Energy above the lowest of the compared OMol25 structures with the same formula, charge and spin ... 0.0 kJ/mol

Computed, not measured: a structure of composition CClI3, with wB97M-V/def2-TZVPD.

Last column: natural (NBO) charge in e.
Geometry (Å):
I1 -2.5810 0.4811 -0.7786  0.010
I2 0.9169 1.9962 0.4084  0.191
I3 -1.7641 -1.6326 0.6378  0.026
Cl1 2.4150 -0.8482 -0.0485  0.103
C1 1.0132 0.0035 -0.2191  -0.330

Computed properties:
E_HOMO ... -8.51 eV
Frontier orbital gap ... 6.88 eV
Energy above the lowest of the compared OMol25 structures with the same formula, charge and spin ... 8.9 kJ/mol

Which formula does entry 4 have? C19H19I2N4ORuS